The following is a DFT calculation (the ωB97M-V functional and the def2-TZVPD basis) of one molecule with the formula C4H8O3.

Results
Total charge   0
Electronic energy   -382.9156 a.u.
2S+1   1
SMILES string   O=C(CO)CCO
Energy above the lowest of the compared OMol25 structures with the same formula, charge and spin   30.9 kcal per mole

CARTESIAN COORDINATES (ANGSTROEM)
1 O -0.00233 1.98743 -0.17106
2 C -0.38293 0.86230 0.08919
3 C -1.53141 0.25820 -0.69513
4 O -1.97575 1.13120 -1.68812
5 C 0.28754 0.01600 1.15273
6 C 1.47886 -0.72402 0.54435
7 O 1.01991 -1.31951 -0.65375
8 H -1.17334 -0.69146 -1.11681
9 H -2.34180 0.01374 0.01228
10 H -1.41010 1.91803 -1.60369
11 H 0.63703 0.67441 1.95376
12 H -0.42195 -0.70924 1.56670
13 H 2.29190 -0.00925 0.35224
14 H 1.84567 -1.47943 1.25350
15 H 1.67870 -1.92841 -0.99620

The following is a DFT calculation (the ωB97M-V functional and the def2-TZVPD basis) of a 2-piece molecular cluster, CH5ClN2O overall.

Results
Total charge   0
Electronic energy   -685.8797 a.u.
2S+1   1
Energy above the lowest of the compared OMol25 structures with the same formula, charge and spin   69.3 kcal per mole

CARTESIAN COORDINATES (ANGSTROEM)
1 C -0.95257 -0.28495 -0.28664
2 N 0.22642 0.58764 -0.47176
3 N 1.07842 0.61644 1.26863
4 O -0.58783 -1.65430 -0.43390
5 Cl 2.33021 -0.58331 1.20195
6 H -1.65788 -0.00391 0.42396
7 H -1.69833 -0.03343 -1.18506
8 H -0.21549 1.54926 -0.60664
9 H 1.51909 1.56230 1.34373
10 H -0.04203 -1.75573 -1.25427

The following is a DFT calculation (the ωB97M-V functional and the def2-TZVPD basis) of one molecule with the formula C7H15NO4S.

Results
Total charge   0
Electronic energy   -1029.5185 a.u.
2S+1   1
Energy above the lowest of the compared OMol25 structures with the same formula, charge and spin   55.5 kcal per mole

CARTESIAN COORDINATES (ANGSTROEM)
1 C -0.66089 -0.50773 0.98929
2 C -0.58415 0.27397 -1.40826
3 C -2.08642 0.05318 1.17929
4 C -2.09610 0.18025 -1.23700
5 C 0.13676 0.14447 -0.11760
6 C 3.80197 -0.52144 0.59821
7 C 1.55227 -0.45236 -0.31958
8 N -2.38578 0.81153 -0.01967
9 O 1.65206 2.42632 -0.59063
10 O -0.60468 2.80095 0.55044
11 O 2.02451 -0.10542 -1.57093
12 O 2.37852 -0.00218 0.75840
13 S 0.78893 1.88254 0.48635
14 H -0.14590 -0.37691 1.95220
15 H -0.60188 -1.59376 0.89114
16 H -0.28825 -0.20776 -2.34376
17 H -0.23818 1.33371 -1.66747
18 H -2.73356 -0.85167 1.20044
19 H -2.21460 0.56448 2.14334
20 H -2.48701 0.78214 -2.02425
21 H -2.51663 -0.87723 -1.46010
22 H 4.25126 0.17616 1.22799
23 H 4.09961 -0.44124 -0.42589
24 H 3.87131 -1.47254 1.12710
25 H 1.53004 -1.57293 -0.30424
26 H -3.47003 0.96373 -0.14678
27 H -1.41366 2.36888 0.65812
28 H 2.05209 0.94976 -1.40813

The following is a DFT calculation (the ωB97M-V functional and the def2-TZVPD basis) of a 4-piece molecular cluster, C22H32FN5O4S overall.

Results
Total charge   0
Electronic energy   -1930.1946 a.u.
2S+1   1
SMILES string   CCOCCN(C[C@@H](O)CN)S(=O)(=O)F.c1ccncc1.c1ccncc1.c1ccncc1

CARTESIAN COORDINATES (ANGSTROEM)
1 C 0.78254 2.30945 3.74264
2 C 0.55707 0.88569 3.05242
3 O -0.00071 1.14345 1.76176
4 C -0.94576 0.15055 1.38022
5 C -2.42379 0.52930 1.74669
6 N -2.55778 1.03633 3.14642
7 C -3.80155 0.57147 3.81046
8 C -3.76482 -0.93230 4.26002
9 O -4.59407 -1.76926 3.44898
10 C -2.32780 -1.52060 4.44297
11 N -1.82602 -1.02460 5.73544
12 S -2.76479 2.75201 3.01225
13 O -4.13088 3.11602 2.56574
14 O -2.39792 3.36622 4.29695
15 F -1.75289 3.34009 1.88604
16 H 0.63445 3.09746 2.97779
17 H 1.78225 2.35216 4.21628
18 H 0.01030 2.48171 4.52450
19 H -0.13176 0.33847 3.73092
20 H 1.51122 0.31511 3.00668
21 H -0.61558 -0.80595 1.84187
22 H -0.86245 0.01195 0.28008
23 H -2.81455 1.28104 1.01867
24 H -3.04596 -0.37870 1.56692
25 H -4.72549 0.71988 3.20902
26 H -3.90868 1.17795 4.73997
27 H -4.23449 -0.96956 5.26643
28 H -4.22148 -1.82989 2.56535
29 H -2.45240 -2.62445 4.52842
30 H -1.64814 -1.32954 3.58370
31 H -1.84133 -0.01136 5.76295
32 H -0.91713 -1.40408 5.96295
33 C 1.45765 -0.69754 -4.11606
34 C 0.90893 -1.96584 -4.00579
35 C 0.65253 -2.45919 -2.73624
36 N 0.90650 -1.78552 -1.60809
37 C 1.43760 -0.56484 -1.74090
38 C 1.72832 0.02174 -2.96193
39 H 1.67205 -0.27459 -5.09076
40 H 0.68487 -2.55683 -4.88368
41 H 0.22082 -3.44444 -2.59872
42 H 1.63492 -0.04290 -0.80961
43 H 2.15579 1.01471 -3.00817
44 C 6.08846 1.88484 1.06601
45 C 5.01381 2.67182 0.68548
46 C 3.81224 2.51066 1.35645
47 N 3.62263 1.63583 2.35021
48 C 4.67551 0.88689 2.69723
49 C 5.91997 0.97219 2.09429
50 H 7.04532 1.98141 0.56741
51 H 5.10564 3.39544 -0.11349
52 H 2.94432 3.10709 1.09623
53 H 4.49552 0.18373 3.50378
54 H 6.73513 0.34013 2.42048
55 C -1.14911 -1.64180 -9.34456
56 C -1.33859 -0.91789 -8.17814
57 C -0.98539 -1.50802 -6.97568
58 N -0.47442 -2.73975 -6.87201
59 C -0.30233 -3.41957 -8.01097
60 C -0.61924 -2.91986 -9.26340
61 H -1.41137 -1.21537 -10.30514
62 H -1.75062 0.08205 -8.20087
63 H -1.11203 -0.97975 -6.03642
64 H 0.11126 -4.41548 -7.89678
65 H -0.45630 -3.51532 -10.15163

The following is a DFT calculation (the ωB97M-V functional and the def2-TZVPD basis) of C28H45BrIrN2OP2 as an isolated structure.

Results
Total charge   +4
Electronic energy   -4637.8747 a.u.
2S+1   6
⟨S²⟩   8.807
Energy above the lowest of the compared OMol25 structures with the same formula, charge and spin   72.2 kcal per mole

CARTESIAN COORDINATES (ANGSTROEM)
1 C 2.09127 -4.06187 0.19005
2 C 1.04494 -3.46901 -0.56418
3 C 0.12402 -4.31386 -1.23093
4 C 0.22388 -5.69550 -1.01886
5 N 1.16098 -6.23748 -0.21928
6 C 2.07939 -5.45047 0.36424
7 C 1.09223 -2.09981 -0.78599
8 C 1.63294 -1.02115 -1.14501
9 C 2.45297 -0.21283 -1.99800
10 C 2.26173 1.14184 -1.74845
11 C 2.52111 2.14305 -2.68714
12 C 3.14854 1.66538 -3.82563
13 C 3.59334 0.36383 -4.04911
14 C 3.21644 -0.61916 -3.12517
15 Ir 0.37258 0.73071 -0.01763
16 P -0.50508 -0.74122 1.54816
17 H -0.59326 -3.91999 -1.95137
18 H 2.92650 -3.46627 0.56981
19 H -0.48681 -6.39043 -1.50145
20 H 2.83718 -5.93316 1.00963
21 H 3.48359 -1.67079 -3.28456
22 H 1.72580 1.50452 -0.81547
23 H 4.18463 0.14297 -4.94700
24 H 2.24557 3.18923 -2.58313
25 C -1.56902 0.24231 2.73279
26 C -2.63214 -0.45719 3.59072
27 H -2.05292 1.00696 2.10652
28 H -0.86993 0.78681 3.38699
29 H -3.14179 0.27066 4.24641
30 H -3.41585 -0.94287 2.99308
31 H -2.19101 -1.22534 4.23940
32 C -1.63748 -2.09579 0.96637
33 C -1.78288 -3.41187 1.74976
34 H -1.25880 -2.32439 -0.03532
35 H -2.63684 -1.65857 0.83358
36 H -2.55902 -4.04470 1.28182
37 H -0.85911 -4.01020 1.75684
38 H -2.09508 -3.24727 2.79083
39 C 0.79118 -1.65591 2.49031
40 C 0.42532 -2.19271 3.87957
41 H 1.63931 -0.95939 2.55548
42 H 1.13321 -2.47902 1.84212
43 H 1.29238 -2.68429 4.34957
44 H 0.08542 -1.39334 4.54853
45 H -0.37317 -2.94096 3.81558
46 Br 3.40296 3.02638 -5.18307
47 P -1.54067 1.08267 -1.24608
48 C -3.19664 0.53503 -0.62397
49 C -4.45820 1.35913 -0.88726
50 H -3.08541 0.41054 0.46167
51 H -3.33474 -0.47226 -1.04302
52 H -5.28697 0.89967 -0.32680
53 H -4.36886 2.39730 -0.54934
54 H -4.75012 1.36915 -1.94422
55 C -1.53046 2.93227 -1.16104
56 C -1.95167 3.73092 -2.39073
57 H -0.49514 3.18997 -0.88054
58 H -2.15623 3.20164 -0.29610
59 H -1.72677 4.79229 -2.20383
60 H -1.40671 3.42610 -3.29368
61 H -3.02983 3.65023 -2.58760
62 C -1.47787 0.32766 -2.91765
63 C -2.70855 0.35772 -3.83868
64 H -1.21217 -0.72460 -2.72748
65 H -0.60575 0.77154 -3.41879
66 H -2.40868 -0.04500 -4.81821
67 H -3.52656 -0.27442 -3.46509
68 H -3.10639 1.36880 -4.00049
69 C 1.90291 4.11986 3.04422
70 N 2.88785 3.35161 2.27144
71 C 4.20617 3.93032 2.00529
72 C 2.54989 2.27329 1.57763
73 O 1.31238 1.94442 1.40361
74 H 2.44550 4.97589 3.44139
75 H 1.50288 3.54246 3.89011
76 H 1.07274 4.48874 2.42602
77 H 4.97549 3.16448 2.20036
78 H 4.26063 4.24444 0.94587
79 H 4.32064 4.79450 2.66692
80 H 3.39810 1.69580 1.16465

The following is a DFT calculation (the ωB97M-V functional and the def2-TZVPD basis) of one molecule with the formula C3H6N4.

Results
Total charge   0
Electronic energy   -336.8191 a.u.
2S+1   1
SMILES string   [H]/N=N\N=C(/N)C=C
Energy above the lowest of the compared OMol25 structures with the same formula, charge and spin   81.7 kcal per mole

CARTESIAN COORDINATES (ANGSTROEM)
1 H -2.16442 1.31711 -0.46834
2 N -3.03173 0.73244 -0.11350
3 N -2.53273 -0.18992 0.45075
4 N -0.96610 0.15403 0.45943
5 C 0.07660 -0.51297 0.15819
6 N 0.08255 -1.89104 0.03279
7 C 1.40039 0.13512 0.11229
8 C 1.58196 1.43805 -0.07014
9 H -0.81627 -2.33914 -0.02956
10 H 0.80438 -2.30160 -0.53765
11 H 2.24848 -0.52375 0.26125
12 H 2.57284 1.86244 -0.14630
13 H 0.74407 2.11924 -0.10920

The following is a DFT calculation (the ωB97M-V functional and the def2-TZVPD basis) of one molecule with the formula C5H10O.

Results
Total charge   0
Electronic energy   -271.7078 a.u.
2S+1   1
SMILES string   CC1(C)C[C@H]1O
Energy above the lowest of the compared OMol25 structures with the same formula, charge and spin   28.1 kcal per mole

CARTESIAN COORDINATES (ANGSTROEM)
1 C 0.53640 0.80234 -1.16465
2 C -0.11514 0.23588 0.08742
3 C 0.09908 0.99852 1.38280
4 C -1.35212 -0.61535 -0.02837
5 C -0.03055 -1.28303 0.17103
6 O 0.52861 -1.97601 -0.90151
7 H 0.90991 1.81645 -1.00993
8 H 1.42017 0.19433 -1.43517
9 H -0.11578 0.79236 -2.04291
10 H -0.15491 0.36779 2.24161
11 H -0.51587 1.90392 1.45689
12 H 1.14775 1.29754 1.49647
13 H -2.04339 -0.61789 0.80900
14 H -1.81186 -0.72753 -1.00489
15 H 0.19394 -1.71698 1.14713
16 H 1.30376 -1.47236 -1.20492

The following is a DFT calculation (the ωB97M-V functional and the def2-TZVPD basis) of an isolated ion of composition C7H14N3 and charge +1.

Results
Total charge   +1
Electronic energy   -438.8593 a.u.
2S+1   1
Energy above the lowest of the compared OMol25 structures with the same formula, charge and spin   206.4 kcal per mole

CARTESIAN COORDINATES (ANGSTROEM)
1 C 1.65978 1.97830 -0.09922
2 C 2.56062 0.95823 -0.00970
3 C 0.04743 0.46967 0.16252
4 C -2.20638 -0.42309 -0.03173
5 C -1.76688 1.89277 -0.11661
6 C 0.73185 -1.45981 1.27529
7 C 0.61195 -1.47919 -1.17678
8 N 2.31492 -0.33698 0.08126
9 N -1.20388 0.62376 -0.14949
10 N 0.94846 -0.66144 0.06605
11 H 1.48315 3.02404 0.09132
12 H 3.61747 1.26450 0.00902
13 H -1.84805 -1.41583 -0.57539
14 H -2.34213 -0.91304 0.97675
15 H -3.16500 0.01720 -0.43632
16 H -2.52924 2.02573 -0.78217
17 H -2.06326 2.04511 0.95745
18 H -1.03092 2.53144 -0.43289
19 H 1.39794 -2.43278 1.26711
20 H 1.24546 -0.98359 2.14246
21 H -0.28090 -1.65893 1.28900
22 H 0.24735 -2.50582 -0.98399
23 H -0.03398 -0.86627 -1.85340
24 H 1.60426 -1.69398 -1.67053

Q: Look up the 2S+1 of the second one.
A: 1